1.
This record from OMol25 describes an isolated ion of composition C5H9N2 and charge +1. The level of theory is ωB97M-V/def2-TZVPD.

Output
- Energy: -8300.216 eV
- Net charge: +1
- LUMO energy: -4.4 eV
- Highest occupied orbital energy: -13.74 eV
- Energy above the lowest of the compared OMol25 structures with the same formula, charge and spin: 127.21 kcal per mole
- SMILES: C=[N+](C)[C@@H]1[C@@H]2N[C@@H]21

```
16
Properties=species:S:1:pos:R:3:forces:R:3
N -1.6432 -0.6095 -0.6889 -0.35 0.75 0.13
N 0.6531 -0.2957 0.3649 0.94 -0.32 -0.77
C -0.4316 0.4432 0.8375 -2.29 1.68 -1.04
C -1.8143 -0.0511 0.6566 0.72 0.86 -0.29
C 1.4837 0.5296 -0.4907 1.44 1.23 -0.37
C -1.3009 0.8671 -0.3783 -0.03 -3.27 1.85
C 0.6813 -1.5526 0.2446 2.72 -1.03 -1.98
H 2.5158 0.3005 -0.3006 0.54 -0.03 0.22
H -0.2702 1.2723 1.5291 0.34 -0.54 0.02
H 1.2822 1.5640 -0.1906 0.38 -0.26 -0.29
H -2.5128 -0.0715 1.4594 -1.02 -0.21 -0.19
H -1.3846 1.7156 -0.9925 -0.63 0.94 -0.26
H 0.0394 -2.2402 0.7147 -0.86 -0.37 0.75
H 1.5446 -1.9633 -0.4179 -1.77 0.60 1.23
H 1.3664 0.4422 -1.5879 -0.70 -0.35 0.70
H -2.5639 -0.6906 -1.1584 0.57 0.31 0.30
```
Forces are in eV/Å.



2.
This record from OMol25 describes an isolated ion of composition C5H9N2 and charge +1. The level of theory is ωB97M-V/def2-TZVPD.

Output
- Energy: -8298.042 eV
- Net charge: +1
- LUMO energy: -3.8 eV
- Highest occupied orbital energy: -13.61 eV
- Energy above the lowest of the compared OMol25 structures with the same formula, charge and spin: 177.33 kcal per mole
- SMILES: C1CN1[N@+]12C[C@@H]1C2

```
16
Properties=species:S:1:pos:R:3:forces:R:3
N -0.4395 0.2061 -0.1360 -0.41 0.64 0.03
N 0.7133 0.0472 0.5345 0.73 0.08 2.33
C -1.7998 1.0295 0.3125 1.22 -1.60 0.68
C -1.6645 -0.5208 0.0926 -2.25 0.21 -0.56
C 1.5967 -1.0790 0.3178 0.34 3.28 0.90
C -0.9163 1.3728 -0.8542 -3.39 -0.32 -3.53
C 2.0137 0.3274 -0.0290 -0.55 -0.51 2.35
H -2.0576 -0.9564 -0.8643 0.15 0.63 0.80
H 1.5042 -1.7631 -0.4234 -0.56 -1.78 -2.29
H -1.4788 1.0566 -1.8929 1.74 0.75 2.27
H -0.3844 2.3271 -1.0204 0.18 -0.87 0.91
H -1.8588 -1.2561 0.9342 1.06 1.35 -0.68
H -1.9722 1.5495 1.3112 0.73 -0.87 -1.49
H 1.9740 -1.3610 1.2137 0.81 -1.57 2.52
H 1.9494 0.3466 -1.0256 0.44 1.10 -3.89
H 2.6706 0.9868 0.5485 -0.23 -0.52 -0.35
```
Forces are in eV/Å.



Number 1: largest force on an atom 3.8 eV Å⁻¹, orbital gap 9.31 eV. Number 2: largest force on an atom 4.9 eV Å⁻¹, orbital gap 9.85 eV.